a) Formula: C27H24BrFN6O3RuS
Source: the Open Molecules 2025 dataset
Level of theory: the ωB97M-V functional and the def2-TZVPD basis

XYZ file:
```
64
Properties=species:S:1:pos:R:3
Ru 1.1180 -1.6635 -0.5020
C 1.2161 -1.9631 3.7937
C 1.5261 -1.7504 2.3519
N 0.7491 -2.1895 1.4089
N -0.3383 -2.9264 1.7620
C -0.7388 -3.6769 0.7675
N -1.8151 -4.4553 0.9440
S 0.1181 -3.7426 -0.7538
C 2.7459 -1.1513 1.8464
C 3.7753 -0.6638 2.6467
C 4.9075 -0.1467 2.0514
C 4.9848 -0.1093 0.6642
C 3.9353 -0.6047 -0.0775
N 2.8500 -1.1432 0.4943
H 0.1527 -1.8093 3.9641
H 1.7828 -1.2853 4.4265
H 1.4423 -2.9898 4.0892
H -2.2410 -4.5087 1.8538
H -2.1206 -5.0768 0.2182
H 3.6787 -0.6943 3.7212
H 5.7177 0.2338 2.6581
H 5.8408 0.3105 0.1566
H 3.9277 -0.5485 -1.1555
C -2.0197 5.1663 -1.1968
C -2.5959 4.3521 -0.0479
C -4.1148 4.3936 -0.0603
C -4.6863 3.5906 1.0930
C -4.1769 2.1789 1.0345
C -4.9079 1.1344 1.5490
C -4.4193 -0.1685 1.4848
F -5.1656 -1.1504 2.0113
C -3.2208 -0.4649 0.9079
C -2.4614 0.5845 0.3702
C -1.1702 0.2761 -0.2286
O -0.8456 -0.9461 -0.3151
C -0.3981 1.3690 -0.6594
C -0.9388 2.6333 -0.5779
N -2.1408 2.9272 -0.0918
C -2.9309 1.9030 0.4344
C 0.9662 1.2931 -1.2907
O 1.4807 2.3183 -1.6952
O 1.5547 0.1355 -1.3793
H -2.5348 6.1255 -1.2269
H -2.1843 4.6638 -2.1512
H -0.9579 5.3776 -1.0884
H -2.2404 4.7581 0.9041
H -4.4764 4.0015 -1.0157
H -4.4261 5.4358 0.0021
H -5.7758 3.5909 1.0710
H -4.3897 4.0487 2.0418
H -5.8714 1.3119 2.0097
H -2.8461 -1.4770 0.8611
H -0.3384 3.4459 -0.9574
Br 4.7916 -3.4771 -5.9544
C 3.7787 -3.0195 -4.4452
C 2.6283 -2.2604 -4.5803
C 1.9172 -1.9404 -3.4407
N 2.2969 -2.3334 -2.2204
C 3.4019 -3.0777 -2.1027
C 4.1746 -3.4428 -3.1861
H 2.2876 -1.9185 -5.5462
H 1.0200 -1.3400 -3.4981
H 3.6617 -3.3981 -1.1023
H 5.0593 -4.0459 -3.0457
```

Results
net charge: +1
orbital gap (alpha / beta): 7.50 / 7.33 eV
LUMO level (alpha / beta): -2.968 / -3.005 eV
spin multiplicity: 2

Just the Löwdin charges please, in e? Sure, here they are:
1 Ru 1.20
2 C -0.01
3 C -0.24
4 N -0.15
5 N 0.02
6 C -0.83
7 N 0.11
8 S 0.67
9 C -0.19
10 C 0.01
11 C -0.03
12 C -0.02
13 C -0.10
14 N -0.03
15 H 0.08
16 H 0.07
17 H 0.10
18 H 0.11
19 H 0.10
20 H 0.11
21 H 0.12
22 H 0.12
23 H 0.11
24 C -0.04
25 C -0.29
26 C -0.14
27 C -0.12
28 C -0.13
29 C 0.07
30 C -0.25
31 F 0.08
32 C 0.08
33 C -0.04
34 C -0.26
35 O -0.15
36 C -0.02
37 C 0.04
38 N 0.05
39 C -0.06
40 C -0.56
41 O 0.07
42 O -0.18
43 H 0.09
44 H 0.10
45 H 0.08
46 H 0.16
47 H 0.14
48 H 0.13
49 H 0.13
50 H 0.13
51 H 0.14
52 H 0.12
53 H 0.13
54 Br 0.82
55 C -0.68
56 C -0.07
57 C -0.10
58 N -0.11
59 C -0.13
60 C -0.08
61 H 0.12
62 H 0.12
63 H 0.12
64 H 0.11

---

b) Formula: C27H24BrFN6O3RuS
Source: the Open Molecules 2025 dataset
Level of theory: the ωB97M-V functional and the def2-TZVPD basis

XYZ file:
```
64
Properties=species:S:1:pos:R:3
Ru 1.2725 0.2222 2.0137
C 2.4916 -3.1442 -0.3774
C 1.8120 -2.1535 0.5019
N 2.2269 -0.9549 0.6970
N 3.4575 -0.5524 0.2210
C 4.0908 0.0471 1.1917
N 5.3335 0.5064 0.9946
S 3.4021 0.2563 2.8216
C 0.7005 -2.5324 1.4065
C -0.0100 -3.7133 1.3012
C -0.9649 -4.0156 2.2626
C -1.1796 -3.1335 3.3059
C -0.4358 -1.9662 3.3498
N 0.4856 -1.6765 2.4354
H 3.1610 -2.6301 -1.0611
H 1.7655 -3.7272 -0.9432
H 3.0822 -3.8385 0.2253
H 5.7134 0.4875 0.0627
H 5.7397 1.1313 1.6673
H 0.1799 -4.3877 0.4793
H -1.5333 -4.9332 2.1938
H -1.9115 -3.3339 4.0746
H -0.5801 -1.2331 4.1320
C -1.2610 2.7013 -4.6757
C -0.4539 1.4212 -4.5077
C -0.9607 0.2571 -5.3446
C -2.3563 -0.1583 -4.9031
C -2.3975 -0.3940 -3.4166
C -3.3548 -1.2059 -2.8555
C -3.3745 -1.4307 -1.4799
F -4.3251 -2.2379 -0.9864
C -2.4579 -0.8747 -0.6382
C -1.4700 -0.0409 -1.1832
C -0.4612 0.5352 -0.3094
O -0.5219 0.2648 0.9349
C 0.5236 1.3445 -0.9101
C 0.4658 1.5528 -2.2694
N -0.4446 1.0214 -3.0781
C -1.4416 0.2013 -2.5638
C 1.5828 2.1282 -0.1676
O 2.2851 2.8977 -0.7870
O 1.6258 1.9785 1.1266
H -1.2797 2.9936 -5.7255
H -0.8151 3.5149 -4.1036
H -2.2888 2.5734 -4.3345
H 0.5886 1.6138 -4.7613
H -0.2718 -0.5844 -5.2402
H -0.9582 0.5515 -6.3937
H -2.6664 -1.0655 -5.4214
H -3.0834 0.6128 -5.1704
H -4.0995 -1.6880 -3.4763
H -2.4788 -1.0634 0.4254
H 1.2043 2.2078 -2.7163
Br -1.5340 4.0276 6.8435
C -0.7637 2.9583 5.5093
C -1.0789 3.1663 4.1780
C -0.4884 2.3539 3.2283
N 0.3667 1.3768 3.5448
C 0.6728 1.1947 4.8359
C 0.1313 1.9554 5.8509
H -1.7634 3.9456 3.8775
H -0.6915 2.4835 2.1757
H 1.3869 0.4104 5.0542
H 0.4098 1.7748 6.8785
```

Results
net charge: +1
orbital gap (alpha / beta): 7.67 / 7.00 eV
LUMO level (alpha / beta): -3.126 / -3.973 eV
spin multiplicity: 2

Just the Löwdin charges please, in e? Sure, here they are:
1 Ru 1.14
2 C 0.00
3 C -0.24
4 N -0.15
5 N 0.04
6 C -0.78
7 N 0.11
8 S 0.65
9 C -0.19
10 C 0.02
11 C -0.02
12 C -0.02
13 C -0.08
14 N -0.02
15 H 0.08
16 H 0.08
17 H 0.11
18 H 0.11
19 H 0.09
20 H 0.12
21 H 0.12
22 H 0.12
23 H 0.11
24 C -0.02
25 C -0.30
26 C -0.13
27 C -0.12
28 C -0.12
29 C 0.07
30 C -0.25
31 F 0.08
32 C 0.07
33 C -0.04
34 C -0.27
35 O -0.14
36 C -0.03
37 C 0.05
38 N 0.03
39 C -0.06
40 C -0.58
41 O 0.08
42 O -0.20
43 H 0.10
44 H 0.09
45 H 0.09
46 H 0.15
47 H 0.13
48 H 0.13
49 H 0.13
50 H 0.13
51 H 0.14
52 H 0.13
53 H 0.16
54 Br 0.82
55 C -0.68
56 C -0.08
57 C -0.09
58 N -0.08
59 C -0.13
60 C -0.09
61 H 0.11
62 H 0.11
63 H 0.10
64 H 0.11

---

Q: Which of them is the most stable? A: b).

---

a) Formula: C7H12
Source: the Open Molecules 2025 dataset
Level of theory: the ωB97M-V functional and the def2-TZVPD basis

XYZ file:
```
19
Properties=species:S:1:pos:R:3
C -3.2245 0.4555 -0.1862
C -1.9472 -0.1776 -0.7351
C -0.6665 0.5801 -0.3615
C 0.5288 -0.1527 -0.8768
C 1.7618 -0.2769 -0.3398
C 2.3453 0.4646 0.7413
C 3.3539 -0.3064 1.5285
H -3.2103 0.5012 0.9092
H -3.3599 1.4777 -0.5580
H -4.0975 -0.1324 -0.4873
H -1.8689 -1.2147 -0.3764
H -1.9954 -0.2316 -1.8314
H -0.5806 0.6933 0.7228
H -0.6642 1.5799 -0.8163
H 2.2745 -1.1222 -0.8023
H 0.3560 -0.7822 -1.7524
H 3.2746 -0.0332 2.5869
H 4.3356 0.0827 1.2125
H 3.3845 -1.4051 1.4223
```

Results
orbital gap (alpha / beta): 7.47 / 7.41 eV
LUMO level (alpha / beta): -0.407 / -0.399 eV

Just the Löwdin charges please, in e? Sure, here they are:
1 C -0.12
2 C -0.28
3 C -0.21
4 C -0.09
5 C -0.20
6 C -0.02
7 C -0.18
8 H 0.07
9 H 0.07
10 H 0.07
11 H 0.11
12 H 0.11
13 H 0.12
14 H 0.13
15 H 0.10
16 H 0.11
17 H 0.06
18 H 0.08
19 H 0.07

---

b) Formula: C7H12
Source: the Open Molecules 2025 dataset
Level of theory: the ωB97M-V functional and the def2-TZVPD basis

XYZ file:
```
19
Properties=species:S:1:pos:R:3
C -2.5917 0.1119 0.0602
C -1.1592 -0.4317 0.0704
C -0.2322 0.2171 -1.0013
C 0.8932 0.0966 0.0134
C 2.0853 -0.7799 -0.2130
C 2.2494 0.7071 -0.0161
C -0.1251 -0.0455 1.1478
H -3.0790 -0.0192 -0.9220
H -2.6127 1.1913 0.2639
H -3.2167 -0.3952 0.7992
H -1.1431 -1.5158 -0.0073
H -0.1205 -0.2793 -1.9728
H -0.5083 1.2679 -1.1856
H 2.2350 -1.1822 -1.2146
H 2.4125 -1.4332 0.5915
H 2.5047 1.3107 -0.8814
H 2.6852 1.0519 0.9176
H -0.3794 0.9077 1.6171
H 0.1025 -0.7804 1.9332
```

Results
orbital gap: 10.93 eV
SMILES string: CC1CC2(CC2)C1
LUMO level: 1.165 eV

Just the Löwdin charges please, in e? Sure, here they are:
1 C -0.08
2 C -0.34
3 C -0.09
4 C -0.45
5 C -0.09
6 C -0.09
7 C -0.08
8 H 0.08
9 H 0.07
10 H 0.07
11 H 0.13
12 H 0.11
13 H 0.12
14 H 0.10
15 H 0.10
16 H 0.10
17 H 0.10
18 H 0.11
19 H 0.11

---

c) Formula: C7H12
Source: the Open Molecules 2025 dataset
Level of theory: the ωB97M-V functional and the def2-TZVPD basis

XYZ file:
```
19
Properties=species:S:1:pos:R:3
C 0.6667 -2.2637 0.6783
C 0.2400 -1.4897 -0.6152
C -0.8840 -0.5483 -0.3699
C -2.1651 -0.8967 -0.2305
C 0.8747 2.8728 0.2172
C 0.6745 1.4104 -0.0702
C -0.5460 0.9096 -0.2779
H 0.0090 -2.0676 1.5232
H 1.5798 -1.8396 1.1109
H 0.8003 -3.3010 0.3987
H 1.1367 -0.9968 -0.9742
H 0.0250 -2.1355 -1.4717
H -2.5688 -1.8839 -0.1100
H -2.9181 -0.1127 -0.2495
H 1.9405 3.0931 0.3023
H 0.5380 3.4911 -0.6266
H 0.3860 3.3082 1.0895
H 1.6011 0.8576 -0.0465
H -1.3902 1.5928 -0.2780
```

Results
orbital gap: 9.53 eV
SMILES string: C=C(/C=C/C)CC
LUMO level: 1.114 eV

Just the Löwdin charges please, in e? Sure, here they are:
1 C -0.08
2 C -0.22
3 C -0.33
4 C 0.05
5 C -0.12
6 C -0.15
7 C -0.08
8 H 0.07
9 H 0.06
10 H 0.06
11 H 0.08
12 H 0.11
13 H 0.06
14 H 0.06
15 H 0.06
16 H 0.08
17 H 0.07
18 H 0.09
19 H 0.11

---

Q: Which of them is the most stable? A: b).

---

a) Formula: C7H12
Source: the Open Molecules 2025 dataset
Level of theory: the ωB97M-V functional and the def2-TZVPD basis

XYZ file:
```
19
Properties=species:S:1:pos:R:3
C -2.3160 0.7132 0.6754
C -1.9102 -0.0407 -0.6137
C -0.3992 -0.1994 -0.5340
C 0.4909 -0.8924 -1.5885
C 1.8058 -0.7454 -0.9218
C 2.4192 -0.3470 0.0415
C 2.7657 0.2542 1.3318
H -3.0187 0.1460 1.2914
H -1.4290 0.8922 1.2992
H -2.7525 1.6942 0.4697
H -2.4076 -1.0163 -0.6702
H -2.2074 0.5212 -1.5069
H -0.1904 -0.7189 0.4085
H 0.0208 0.8064 -0.4128
H 0.2198 -1.9430 -1.7468
H 0.4570 -0.3932 -2.5640
H 1.8234 0.6304 1.7598
H 3.4463 1.1045 1.2406
H 3.1823 -0.4660 2.0406
```

Results
orbital gap: 10.28 eV
SMILES string: CC#CCCCC
LUMO level: 1.068 eV

Just the Löwdin charges please, in e? Sure, here they are:
1 C -0.11
2 C -0.25
3 C -0.26
4 C -0.19
5 C -0.06
6 C -0.11
7 C -0.10
8 H 0.07
9 H 0.06
10 H 0.07
11 H 0.10
12 H 0.10
13 H 0.12
14 H 0.12
15 H 0.11
16 H 0.11
17 H 0.08
18 H 0.07
19 H 0.07

---

b) Formula: C7H12
Source: the Open Molecules 2025 dataset
Level of theory: the ωB97M-V functional and the def2-TZVPD basis

XYZ file:
```
19
Properties=species:S:1:pos:R:3
C -2.0667 0.6757 0.6794
C -1.8921 -0.0639 -0.6432
C -0.3649 -0.2399 -0.5994
C 0.4938 -0.9309 -1.6691
C 1.7976 -0.7734 -0.9879
C 2.2883 -0.3298 0.0302
C 2.3892 0.3092 1.3277
H -2.5774 0.1239 1.4604
H -0.4993 0.8878 1.5356
H -2.3364 1.7232 0.5916
H -2.3948 -1.0451 -0.6945
H -2.1930 0.5052 -1.5403
H -0.1762 -0.7570 0.3457
H 0.0321 0.7724 -0.4728
H 0.2049 -1.9769 -1.8108
H 0.4401 -0.4140 -2.6321
H 1.1078 0.6894 1.6560
H 3.0047 1.2198 1.3109
H 2.7424 -0.3755 2.1126
```

Results
orbital gap: 9.41 eV
LUMO level: 0.418 eV

Just the Löwdin charges please, in e? Sure, here they are:
1 C -0.06
2 C -0.25
3 C -0.32
4 C -0.18
5 C -0.06
6 C -0.14
7 C -0.11
8 H 0.04
9 H 0.17
10 H 0.04
11 H 0.11
12 H 0.11
13 H 0.09
14 H 0.09
15 H 0.11
16 H 0.11
17 H 0.11
18 H 0.06
19 H 0.06

---

c) Formula: C7H12
Source: the Open Molecules 2025 dataset
Level of theory: the ωB97M-V functional and the def2-TZVPD basis

XYZ file:
```
19
Properties=species:S:1:pos:R:3
C 2.4581 -0.8948 -0.2198
C 1.1352 -0.8316 -0.9239
C -1.3130 -0.3638 -1.0833
C -2.2916 -0.0386 -0.2334
C -1.7623 0.2378 1.1540
C -0.2305 0.2821 0.9490
C -0.0019 -0.3493 -0.4149
H 2.8548 -1.9176 -0.2294
H 3.2075 -0.2599 -0.7094
H 2.3803 -0.5748 0.8239
H 1.1086 -1.2340 -1.9373
H -1.4425 -0.6484 -2.1239
H -0.3058 2.4916 -1.4022
H -3.3510 -0.0175 -0.4730
H -2.1583 1.1660 1.5816
H -2.0525 -0.5712 1.8387
H 0.3219 -0.2149 1.7520
H 0.1086 1.3260 0.9205
H 0.4118 2.6867 -1.4105
```

Results
orbital gap: 9.28 eV
SMILES string: C/C=C1/C=CCC1.[H][H]
LUMO level: 1.183 eV

Just the Löwdin charges please, in e? Sure, here they are:
1 C -0.10
2 C -0.13
3 C -0.08
4 C -0.09
5 C -0.18
6 C -0.15
7 C -0.29
8 H 0.07
9 H 0.07
10 H 0.06
11 H 0.10
12 H 0.11
13 H 0.03
14 H 0.10
15 H 0.10
16 H 0.11
17 H 0.11
18 H 0.10
19 H 0.04

---

Q: Which of them is the most stable? A: c).

---

a) Formula: C7H12
Source: the Open Molecules 2025 dataset
Level of theory: the ωB97M-V functional and the def2-TZVPD basis

XYZ file:
```
19
Properties=species:S:1:pos:R:3
C 2.2159 1.2837 1.3902
C 1.0153 1.2219 0.4552
C 1.0664 0.0749 -0.5582
C -0.0974 0.1561 -1.5522
C -1.0358 -0.9246 -1.3482
C -1.9003 -1.4426 -0.6992
C -2.9021 -1.9487 0.1994
H 2.3052 0.3764 1.9981
H 3.1424 1.4031 0.8189
H 2.1351 2.1363 2.0723
H 0.0944 1.1467 1.0527
H 0.9382 2.1709 -0.0918
H 0.9973 -0.8896 -0.0444
H 1.9995 0.0819 -1.1287
H -0.6991 1.0327 -1.3259
H 0.1987 0.2765 -2.5790
H -3.1685 -2.9765 -0.0270
H -3.7813 -1.3084 0.1490
H -2.5240 -1.8706 1.2187
```

Results
orbital gap: 10.25 eV
SMILES string: CC#CCCCC
LUMO level: 1.037 eV

Just the Löwdin charges please, in e? Sure, here they are:
1 C -0.12
2 C -0.28
3 C -0.21
4 C -0.22
5 C -0.05
6 C -0.10
7 C -0.11
8 H 0.07
9 H 0.07
10 H 0.07
11 H 0.11
12 H 0.11
13 H 0.11
14 H 0.11
15 H 0.11
16 H 0.10
17 H 0.07
18 H 0.08
19 H 0.08

---

b) Formula: C7H12
Source: the Open Molecules 2025 dataset
Level of theory: the ωB97M-V functional and the def2-TZVPD basis

XYZ file:
```
19
Properties=species:S:1:pos:R:3
C 2.6319 0.1238 -0.6602
C 1.1345 0.0263 -0.7357
C 0.2564 0.0797 0.4589
C -0.8303 1.2349 0.7305
C -1.9737 0.3206 0.8752
C -2.0589 -0.5749 -0.2768
C -0.6484 -1.0796 0.0800
H 3.0958 -0.4083 -1.4991
H 3.0011 -0.3228 0.2717
H 2.9793 1.1662 -0.7060
H 0.6798 0.4503 -1.6396
H 0.2502 -1.2668 -0.8798
H 0.8016 -0.0885 1.3944
H -0.9090 1.8911 -0.1413
H -0.5809 1.8323 1.6033
H -2.3061 -0.0056 1.8569
H -2.8238 -1.3520 -0.2207
H -2.0902 -0.0799 -1.2531
H -0.6093 -1.9466 0.7414
```

Results
orbital gap (alpha / beta): 8.04 / 7.71 eV
LUMO level (alpha / beta): 0.861 / 0.748 eV

Just the Löwdin charges please, in e? Sure, here they are:
1 C -0.11
2 C -0.19
3 C -0.35
4 C -0.14
5 C -0.12
6 C -0.19
7 C -0.18
8 H 0.07
9 H 0.07
10 H 0.07
11 H 0.11
12 H 0.16
13 H 0.14
14 H 0.11
15 H 0.10
16 H 0.10
17 H 0.11
18 H 0.11
19 H 0.11

---

Q: Which of them is the most stable? A: a).